No. 1
30
Properties=species:S:1:pos:R:3:forces:R:3:mulliken_spin:R:1 method="wB97M-V/def2-TZVPD" orbital_gap_ev="5.81 / 4.72" s2=2.03 multiplicity=3 total_energy_ha=-1860.4190 relative_energy_kj_mol=0.0
C 0.595 1.948 -0.528 -0.011 1.417 0.029 -0.090
C 1.268 1.094 -1.458 0.261 0.044 -0.688 -0.013
C 0.277 0.454 -2.267 -0.533 0.613 -0.437 0.078
C -1.016 0.903 -1.840 0.577 0.016 -0.918 0.023
C -0.838 1.818 -0.761 -0.218 1.125 -0.225 -0.061
V -0.001 0.091 -0.192 -0.226 -3.738 3.453 1.941
P 0.230 0.343 2.419 -0.052 -0.086 -0.772 0.023
H 1.056 2.579 0.212 0.105 0.276 -0.127 0.009
H 2.334 0.920 -1.495 -0.030 0.123 -0.169 0.010
H 0.469 -0.281 -3.038 -0.054 0.065 0.054 0.003
H -1.616 2.324 -0.211 -0.036 0.177 -0.182 -0.001
H -1.969 0.564 -2.227 0.144 -0.001 -0.010 0.003
H -0.774 0.997 3.197 0.412 -0.186 -0.079 0.005
H 1.386 0.913 3.024 -0.306 -0.132 0.088 -0.007
H 0.245 -0.904 3.118 -0.018 0.426 0.138 0.004
N -1.834 -3.649 1.080 -0.181 -1.039 -0.128 0.003
C -1.764 -2.308 1.019 2.675 0.378 -1.896 0.024
N -0.718 -1.936 0.225 -1.432 -0.234 0.965 0.037
C -0.107 -3.118 -0.236 -0.542 0.876 0.621 -0.001
C 1.050 -3.305 -0.997 0.150 -0.408 -0.213 0.010
C 1.431 -4.629 -1.258 -0.226 0.550 0.100 0.007
C 0.690 -5.715 -0.754 -0.571 0.074 0.437 -0.002
C -0.439 -5.511 0.057 0.428 -0.359 -0.427 0.003
C -0.809 -4.196 0.282 -0.583 -0.067 0.733 -0.008
H -2.514 -4.171 1.625 0.343 0.197 -0.344 0.000
H -2.435 -1.634 1.538 0.215 -0.123 -0.156 -0.001
H 1.619 -2.440 -1.355 -0.220 -0.383 0.069 0.001
H 2.317 -4.835 -1.861 -0.279 0.134 0.195 0.000
H 1.012 -6.729 -0.995 -0.116 0.273 0.148 0.000
H -1.026 -6.313 0.503 0.325 -0.008 -0.260 0.000

***

No. 2
32
Properties=species:S:1:pos:R:3:forces:R:3:nbo_charge:R:1 method="wB97M-V/def2-TZVPD" orbital_gap_ev=8.99 multiplicity=1 smiles=Nc1cc(N)nc(SCCOc2ccccc2)n1 total_energy_ha=-1158.1698 relative_energy_kj_mol=0.0
N 0.025 -1.785 -1.526 0.062 -0.102 -0.016 -0.785
C 1.012 -1.151 -0.835 0.370 0.009 -0.072 0.448
C 2.058 -1.840 -0.229 0.042 0.023 0.066 -0.447
C 3.054 -1.070 0.371 -0.509 0.039 -0.151 0.435
N 4.100 -1.623 1.039 0.155 -0.137 0.048 -0.786
N 3.000 0.266 0.368 0.452 0.130 0.283 -0.564
C 1.954 0.808 -0.222 -0.236 -0.253 -0.173 0.310
S 1.941 2.562 -0.210 -0.197 0.427 -0.083 0.264
C 0.225 2.890 -0.742 0.369 -0.225 0.450 -0.574
C -0.707 2.996 0.462 0.026 0.402 -0.333 -0.075
O -0.782 1.807 1.213 0.008 -0.329 0.104 -0.494
C -1.484 0.744 0.743 -0.197 -0.211 0.122 0.326
C -1.390 -0.418 1.514 0.055 0.219 -0.021 -0.259
C -2.089 -1.552 1.161 -0.005 0.030 0.010 -0.192
C -2.899 -1.554 0.035 -0.142 -0.099 -0.099 -0.264
C -2.991 -0.408 -0.733 -0.098 -0.116 0.033 -0.227
C -2.290 0.738 -0.390 0.111 0.318 0.064 -0.270
N 0.963 0.187 -0.829 -0.114 -0.112 -0.181 -0.595
H -0.138 -2.755 -1.314 -0.047 0.060 -0.018 0.385
H -0.793 -1.231 -1.723 -0.008 -0.021 0.090 0.407
H 2.097 -2.917 -0.227 0.014 -0.152 0.003 0.209
H 4.335 -2.584 0.869 0.025 0.060 0.024 0.388
H 4.838 -0.993 1.302 0.018 -0.033 -0.026 0.403
H 0.238 3.830 -1.290 -0.037 0.020 -0.051 0.230
H -0.045 2.059 -1.392 -0.081 0.184 -0.094 0.265
H -0.312 3.736 1.164 -0.134 -0.061 -0.116 0.203
H -1.705 3.321 0.136 0.064 -0.044 0.082 0.174
H -0.756 -0.399 2.386 0.090 0.005 0.103 0.229
H -2.006 -2.441 1.769 0.015 -0.063 0.066 0.214
H -3.450 -2.441 -0.241 -0.057 -0.070 -0.021 0.213
H -3.617 -0.397 -1.614 -0.053 0.014 -0.058 0.215
H -2.385 1.614 -1.014 0.036 0.089 -0.033 0.211